# 1
Entry from the OMol25 dataset: C10H15BN3O3Tb as an isolated structure in a non-equilibrium geometry (wB97M-V/def2-TZVPD).

Element x y z (Å)
Tb -0.297 0.921 0.806
C 0.676 -2.034 -0.474
N -0.368 -1.556 0.449
C -0.276 -2.288 1.721
C -1.701 -1.757 -0.167
C -2.785 -1.122 0.671
C -4.006 -1.760 0.852
C -4.996 -1.142 1.605
C -4.762 0.098 2.181
C -3.530 0.720 2.005
C -2.514 0.129 1.247
H 0.535 -3.098 -0.694
H 1.655 -1.891 -0.020
H 0.630 -1.470 -1.404
H -0.442 -3.359 1.555
H -1.028 -1.920 2.417
H 0.718 -2.158 2.147
H -1.897 -2.828 -0.311
H -1.657 -1.305 -1.162
H -4.193 -2.734 0.412
H -5.950 -1.634 1.748
H -5.544 0.565 2.768
H -3.376 1.686 2.477
B 0.504 3.421 -0.234
C 0.445 2.239 -1.309
N 0.218 1.158 -1.667
H -0.649 3.475 0.200
H 1.210 2.980 0.665
H 0.886 4.472 -0.638
O 0.606 1.043 2.917
N 1.618 0.286 2.666
O 2.230 -0.307 3.490
O 1.863 0.229 1.412

The value obtained for the LUMO energy (spin up / spin down) is -0.037 / 0.007 hartree. Its expectation value of S² is 12.147. As for the gap between HOMO and LUMO (spin up / spin down): 8.324 / 9.542 eV. The spin multiplicity is 7.

Population analysis type Löwdin, resulting atomic charges in e: 1.6902, -0.0871, -0.3842, -0.0627, -0.1773, -0.2895, -0.0478, -0.0867, -0.0954, -0.1308, -0.2294, 0.0984, 0.0860, 0.0724, 0.1043, 0.0959, 0.0835, 0.1290, 0.1251, 0.1100, 0.1020, 0.1007, 0.0892, -0.4217, -0.2783, 0.0514, 0.0229, 0.0150, 0.0238, -0.1523, -0.5524, 0.1412, -0.1455


# 2
Entry from the OMol25 dataset: C38H33N7PSW as an isolated structure (wB97M-V/def2-TZVPD).

Element x y z (Å)
W 0.068 -0.045 -0.145
S 3.862 -0.414 6.450
N 2.760 -1.410 5.839
C 2.405 -0.911 4.665
C 1.429 -1.484 3.765
C 0.681 -2.633 4.044
C -0.238 -3.077 3.116
C -0.368 -2.398 1.912
N 0.345 -1.302 1.622
C 1.215 -0.830 2.552
C 1.882 0.417 2.232
N 1.517 1.024 1.064
C 2.065 2.212 0.771
C 2.994 2.834 1.594
C 3.373 2.224 2.768
C 2.801 0.992 3.107
C 3.079 0.287 4.339
N 3.932 0.679 5.274
H 0.830 -3.149 4.985
H -0.847 -3.950 3.300
H -1.052 -2.741 1.148
H 1.754 2.676 -0.152
H 3.400 3.791 1.298
H 4.090 2.680 3.440
N 0.652 -0.208 -3.293
P 0.550 1.142 -2.265
C 2.051 2.071 -2.583
C 3.268 1.472 -2.236
C 4.458 2.129 -2.487
C 4.439 3.393 -3.074
C 3.235 3.991 -3.413
C 2.035 3.333 -3.173
C -0.854 2.120 -2.817
C -1.188 3.268 -2.096
C -2.260 4.045 -2.500
C -3.005 3.675 -3.615
C -2.678 2.531 -4.327
C -1.602 1.748 -3.931
C 0.850 -1.447 -2.763
C 1.088 -2.536 -3.611
C 1.371 -3.762 -3.076
C 1.434 -3.909 -1.680
C 1.162 -2.832 -0.903
N 0.823 -1.588 -1.400
H 0.861 -0.105 -4.278
H 3.292 0.484 -1.782
H 5.401 1.663 -2.234
H 5.370 3.907 -3.271
H 3.226 4.968 -3.878
H 1.102 3.802 -3.457
H -0.607 3.569 -1.230
H -2.512 4.945 -1.955
H -3.837 4.289 -3.935
H -3.251 2.252 -5.201
H -1.360 0.857 -4.496
H 1.058 -2.383 -4.681
H 1.562 -4.606 -3.726
H 1.695 -4.851 -1.222
H 1.220 -2.903 0.168
C -5.159 -1.959 -1.409
N -3.735 -2.013 -1.704
C -2.986 -2.739 -0.708
C -3.150 -0.746 -2.085
C -3.023 0.263 -0.961
C -4.054 1.095 -0.587
C -3.913 2.012 0.470
C -2.729 2.155 1.175
C -1.665 1.342 0.805
C -1.823 0.397 -0.225
H -5.543 -2.974 -1.320
H -5.687 -1.475 -2.230
H -5.391 -1.429 -0.473
H -3.367 -3.758 -0.634
H -3.042 -2.290 0.300
H -1.933 -2.800 -1.012
H -3.758 -0.311 -2.880
H -2.152 -0.933 -2.501
H -4.991 1.062 -1.129
H -4.755 2.643 0.728
H -2.640 2.875 1.976
H -0.718 1.447 1.356

The value obtained for the LUMO energy is -0.368 hartree. As for the gap between HOMO and LUMO: 5.641 eV. Its charge is +3. The spin multiplicity is 1.

Population analysis type Löwdin, resulting atomic charges in e: 1.4698, 1.1487, -0.1808, -0.2987, -0.0491, 0.0810, 0.0233, -0.0893, -0.0539, -0.1260, -0.1218, -0.0658, -0.0857, 0.0218, 0.0813, -0.0502, -0.2987, -0.1821, 0.1464, 0.1364, 0.0979, 0.0928, 0.1360, 0.1465, -0.0704, 0.9621, -0.3733, -0.1145, -0.0469, -0.0272, -0.0324, -0.0578, -0.3705, -0.1102, -0.0443, -0.0311, -0.0396, -0.0808, -0.3455, 0.0296, 0.0229, -0.0132, -0.1098, -0.0764, 0.1433, 0.1040, 0.1214, 0.1265, 0.1256, 0.1096, 0.1109, 0.1232, 0.1254, 0.1249, 0.1052, 0.1375, 0.1416, 0.1322, 0.0942, -0.0670, -0.2432, -0.1028, -0.1617, -0.1791, 0.0232, 0.0245, -0.0215, -0.1375, -0.2949, 0.0996, 0.0988, 0.0888, 0.1043, 0.0820, 0.0681, 0.1340, 0.1070, 0.1382, 0.1369, 0.1293, 0.0969


# 3
Entry from the OMol25 dataset: one molecule with the formula C22H37N3O3 in a non-equilibrium geometry (wB97M-V/def2-TZVPD).

Element x y z (Å)
C -3.931 -1.889 -0.009
C -2.708 -1.965 0.933
C -1.528 -2.913 0.498
C -2.120 -4.325 0.116
C -2.926 -5.066 1.208
C -0.857 -2.336 -0.802
C 0.484 -2.954 -1.256
C -0.450 -3.089 1.650
O 0.071 -4.198 1.801
N -0.044 -2.063 2.449
C 1.003 -2.302 3.482
C 1.238 -0.891 3.990
O 2.458 -0.342 4.440
N 2.403 1.048 4.105
C 1.514 1.237 3.208
C 0.933 2.588 2.763
N 0.972 2.972 1.327
C 1.278 2.315 0.194
O 1.597 1.137 0.151
C 1.183 3.114 -1.124
C 2.541 3.115 -1.881
C 2.657 4.195 -2.976
C 2.051 3.852 -4.353
C 0.722 3.073 -4.372
C -0.294 3.429 -3.271
C -0.061 2.680 -1.943
C 1.133 -0.128 2.726
C -0.185 -0.617 2.146
H -4.655 -1.163 0.362
H -3.649 -1.577 -1.014
H -4.454 -2.841 -0.087
H -2.366 -0.938 1.028
H -3.060 -2.250 1.927
H -2.752 -4.238 -0.769
H -1.316 -4.988 -0.207
H -3.278 -6.029 0.837
H -2.321 -5.268 2.092
H -3.802 -4.503 1.528
H -1.554 -2.425 -1.636
H -0.705 -1.262 -0.705
H 0.814 -2.517 -2.199
H 1.279 -2.776 -0.529
H 0.408 -4.031 -1.405
H 0.762 -3.030 4.258
H 1.910 -2.655 2.986
H 0.464 -0.655 4.730
H -0.107 2.616 3.090
H 1.438 3.373 3.328
H 0.697 3.925 1.159
H 1.011 4.147 -0.823
H 3.361 3.253 -1.172
H 2.711 2.134 -2.331
H 2.218 5.125 -2.612
H 3.713 4.428 -3.126
H 1.922 4.784 -4.906
H 2.784 3.283 -4.928
H 0.256 3.226 -5.347
H 0.932 2.002 -4.332
H -0.322 4.507 -3.109
H -1.290 3.164 -3.632
H 0.006 1.612 -2.166
H -0.956 2.812 -1.332
H 1.926 -0.435 2.032
H -0.177 -0.346 1.091
H -0.981 -0.140 2.719

The value obtained for the LUMO energy is 0.010 hartree. As for the gap between HOMO and LUMO: 9.535 eV. The spin multiplicity is 1.

Population analysis type natural (NBO), resulting atomic charges in e: -0.6091, -0.4007, -0.1162, -0.3934, -0.6144, -0.3821, -0.6092, 0.7076, -0.6381, -0.4465, -0.2204, 0.0756, -0.3692, -0.0851, 0.2066, -0.2442, -0.6070, 0.6976, -0.6536, -0.2831, -0.3967, -0.3994, -0.3965, -0.4030, -0.3999, -0.3869, -0.2897, -0.2152, 0.2108, 0.2028, 0.2055, 0.2024, 0.2077, 0.1995, 0.2256, 0.2109, 0.2214, 0.1919, 0.2043, 0.1970, 0.2101, 0.2085, 0.2095, 0.2233, 0.2138, 0.1678, 0.2134, 0.2285, 0.3942, 0.1780, 0.2163, 0.2150, 0.1904, 0.2143, 0.2012, 0.2030, 0.2105, 0.1973, 0.1948, 0.2123, 0.2117, 0.2042, 0.2501, 0.2386, 0.1859


# 4
Entry from the OMol25 dataset: a 2-piece molecular cluster, C9H11O3 overall in a non-equilibrium geometry (wB97M-V/def2-TZVPD).

Element x y z (Å)
C 3.129 0.577 -1.921
C 4.020 0.361 -0.743
O 3.473 0.128 0.417
O 5.245 0.443 -0.870
H 2.343 1.258 -1.578
H 2.612 -0.303 -2.311
H 3.686 0.918 -2.792
C -3.772 -1.345 0.618
C 0.096 0.615 0.733
C -0.226 -0.282 -0.314
C -1.010 1.100 1.512
C -1.504 -0.848 -0.374
C -2.246 0.501 1.453
C -2.491 -0.512 0.519
O 1.290 1.034 0.987
H 2.489 0.534 0.678
H 0.502 -0.575 -1.056
H -0.798 1.991 2.088
H -1.590 -1.668 -1.085
H -3.068 0.826 2.083
H -4.420 -1.130 -0.231
H -4.210 -1.211 1.608
H -3.548 -2.413 0.579

The value obtained for the LUMO energy is 0.127 hartree. As for the gap between HOMO and LUMO: 7.247 eV. Its charge is -1. The spin multiplicity is 1.

Population analysis type natural (NBO), resulting atomic charges in e: -0.7395, 0.7894, -0.7346, -0.6720, 0.2382, 0.2182, 0.2158, -0.6152, 0.3797, -0.3304, -0.3081, -0.2041, -0.2040, -0.1291, -0.7908, 0.5162, 0.1977, 0.2026, 0.1873, 0.1860, 0.1976, 0.2017, 0.1974


# 5
Entry from the OMol25 dataset: a 2-piece molecular cluster, C5H9ClN2O2S overall in a non-equilibrium geometry (wB97M-V/def2-TZVPD).

Element x y z (Å)
C 0.914 1.569 0.369
C 1.814 0.658 -0.488
C -0.414 0.909 0.830
C 1.503 -0.800 -0.081
C -0.786 -0.260 -0.117
N 0.254 -1.015 -0.489
N -2.027 -0.210 -0.799
O -2.631 0.831 -0.597
O -2.381 -1.062 -1.573
S -0.025 -2.302 -1.480
Cl -2.334 -1.749 1.547
H 1.422 1.792 1.336
H 0.690 2.577 -0.062
H 1.517 0.783 -1.608
H 2.880 0.799 -0.599
H -0.245 0.472 1.772
H -1.125 1.720 0.980
H 2.210 -1.564 -0.616
H 1.760 -0.882 1.033
H -2.996 -2.266 0.642

The value obtained for the LUMO energy is -0.043 hartree. As for the gap between HOMO and LUMO: 7.032 eV. The spin multiplicity is 1.

Population analysis type natural (NBO), resulting atomic charges in e: -0.4046, -0.4118, -0.4582, -0.2524, 0.3404, -0.4079, 0.4680, -0.4075, -0.3483, -0.0170, -0.2393, 0.2097, 0.2263, 0.2094, 0.2374, 0.2162, 0.2720, 0.2638, 0.2265, 0.2773


# 6
Entry from the OMol25 dataset: a 2-piece molecular cluster, C3HCl2FO overall in a non-equilibrium geometry (wB97M-V/def2-TZVPD).

Element x y z (Å)
C -1.336 -0.282 -0.931
C -1.066 0.526 0.058
C 1.300 -0.235 0.781
O -1.609 -1.095 -1.702
F -0.503 1.732 -0.015
Cl 2.356 0.926 1.214
Cl 1.810 -1.418 -0.310
H -0.953 -0.154 0.905

The value obtained for the LUMO energy is -0.037 hartree. As for the gap between HOMO and LUMO: 7.552 eV. The spin multiplicity is 1.

Population analysis type natural (NBO), resulting atomic charges in e: 0.6209, -0.1124, -0.2250, -0.4343, -0.3098, 0.1394, 0.0707, 0.2505


# 7
Entry from the OMol25 dataset: C27H37BO2S2 as an isolated structure in a non-equilibrium geometry (wB97M-V/def2-TZVPD).

Element x y z (Å)
C -1.824 0.460 -1.903
C -0.513 0.652 -1.187
C 0.651 1.160 -2.036
C 1.533 2.150 -1.524
C 1.203 2.912 -0.277
C 2.751 2.386 -2.136
C 3.160 1.655 -3.258
C 4.553 1.734 -3.798
C 2.232 0.792 -3.849
C 1.000 0.522 -3.269
C 0.153 -0.515 -3.950
H -1.889 1.089 -2.803
H -1.985 -0.589 -2.175
H -2.651 0.773 -1.261
H -0.668 1.252 -0.285
H 2.012 3.619 -0.062
H 0.273 3.487 -0.369
H 1.105 2.249 0.591
H 3.431 3.122 -1.697
H 4.976 0.725 -3.908
H 4.586 2.207 -4.789
H 5.198 2.308 -3.124
H 2.515 0.255 -4.762
H 0.684 -0.886 -4.839
H -0.039 -1.388 -3.317
H -0.812 -0.121 -4.292
C -2.437 -2.547 5.753
C -2.739 -1.759 4.532
C -3.313 -2.260 3.371
C -3.513 -1.277 2.369
C -3.074 -0.012 2.752
B 0.400 -0.583 -0.802
C -3.164 1.202 2.051
C -3.916 1.464 0.912
C -3.824 2.823 0.511
C -2.992 3.578 1.323
C -2.612 5.002 1.192
S -2.290 2.622 2.564
O 1.344 -0.290 0.169
C 1.747 -1.555 0.717
C 3.223 -1.399 1.044
C 0.980 -1.766 2.024
C 1.332 -2.589 -0.440
C 2.512 -2.860 -1.368
C 0.671 -3.883 0.006
O 0.307 -1.883 -1.196
S -2.388 -0.087 4.367
H -2.993 -3.489 5.749
H -1.368 -2.795 5.799
H -2.716 -1.986 6.650
H -3.563 -3.313 3.266
H -3.956 -1.446 1.391
H -4.508 0.681 0.443
H -4.351 3.246 -0.337
H -3.386 5.582 0.689
H -2.425 5.419 2.188
H -1.693 5.068 0.593
H 3.660 -2.338 1.405
H 3.795 -1.058 0.173
H 3.326 -0.649 1.838
H 1.367 -2.652 2.545
H 1.106 -0.889 2.674
H -0.100 -1.880 1.862
H 3.290 -3.435 -0.842
H 2.173 -3.446 -2.231
H 2.944 -1.919 -1.739
H 1.357 -4.475 0.623
H -0.256 -3.696 0.561
H 0.405 -4.481 -0.872

The value obtained for the LUMO energy is 0.012 hartree. As for the gap between HOMO and LUMO: 7.712 eV. The spin multiplicity is 1.

Population analysis type natural (NBO), resulting atomic charges in e: -0.5961, -0.6262, 0.0586, -0.0077, -0.6384, -0.2184, -0.0139, -0.6275, -0.2201, -0.0258, -0.6496, 0.2045, 0.2089, 0.2174, 0.2501, 0.2103, 0.2117, 0.2338, 0.2012, 0.2165, 0.2177, 0.2135, 0.2010, 0.2096, 0.2427, 0.2201, -0.6371, -0.2000, -0.2637, -0.2299, -0.2157, 1.1932, -0.2465, -0.2246, -0.2652, -0.1911, -0.6400, 0.4399, -0.7421, 0.2590, -0.6283, -0.6421, 0.2435, -0.6360, -0.6263, -0.7353, 0.4330, 0.2269, 0.2225, 0.2238, 0.2214, 0.2228, 0.2257, 0.2247, 0.2285, 0.2230, 0.2250, 0.2059, 0.2227, 0.2224, 0.2100, 0.2243, 0.2195, 0.2145, 0.2192, 0.2248, 0.2103, 0.2230, 0.2206